ORCA calculation (the ωB97M-V functional and the def2-TZVPD basis) on a 2-piece molecular cluster, CHNO4S overall in a non-equilibrium geometry.

Geometry as XYZ:
```
8
Properties=species:S:1:pos:R:3:forces:R:3
C -1.065449 0.165022 -0.160636 -1.2477 0.4633 -2.5992
N 1.788348 0.539919 -1.004361 0.2456 -0.0671 3.8988
O -1.019319 0.431564 1.175543 -0.1486 -0.7578 1.0640
O 2.253989 0.560487 0.016877 -0.7995 0.5227 -3.4928
O 0.871360 -1.185717 0.622289 0.7458 -1.5575 0.4784
O -0.103475 0.673228 -0.945549 -1.1726 -0.4560 -0.1727
S -0.559373 -1.227450 0.903584 -0.1023 1.2186 0.1892
H -2.166083 0.042946 -0.607748 2.4792 0.6338 0.6342
```
Positions in Å, forces in eV/Å.

For the energy relative to the best compared isomer or geometry (same formula, charge and spin), the calculation gives 3.974 eV. The HOMO-LUMO gap (spin up / spin down) comes out at 7.54 / 7.54 eV. The spin multiplicity is 1. The HOMO energy (spin up / spin down) comes out at -9.07 / -9.07 eV. The total energy is -21562.6630 eV. Its net charge is 0.

Okay, here come the Mulliken numbers, in e, for every atom:
1 C 0.256
2 N 0.515
3 O -0.355
4 O -0.009
5 O -0.561
6 O -0.574
7 S 0.414
8 H 0.314